# 1
Entry from the OMol25 dataset: the ion C23H28BBr2FN3O3S2 with charge +1 in a non-equilibrium geometry (ωB97M-V/def2-TZVPD).

Calculated values
SMILES ... O=C(F)C[C@@H]1CN(CB(O)O)C[C@](Br)(CCCSC(=S)N(c2ccccc2)c2ccccc2)[N@@H+]1Br
F_max ... 0.1983 hartree/bohr
DFT total energy ... -200038.24420 eV

ORCA input file:
```
! RIJCOSX wB97M-V def2-TZVPD def2/J DEFGRID3
* xyz 1 1
Br -3.9269 -2.9525 -0.2945
Br -0.8168 0.3546 -0.5718
S 4.6868 -2.9824 -1.4193
S 2.9315 -2.0789 0.9505
F -3.5083 1.1211 -3.6241
O -5.6216 0.6714 -2.4097
O -0.2070 1.8948 4.9299
O -2.7250 1.7019 4.8499
N -2.4567 -0.5317 -0.4141
N 3.9758 -0.3291 -1.2951
N -2.6146 -0.1507 2.5315
C -3.8210 1.6808 -0.9079
C -1.2414 0.1208 3.0957
C 1.9649 3.1226 0.3804
C -3.5578 0.3704 0.0972
C 1.1047 -1.2706 -4.4003
C -2.4126 -1.7989 0.4468
C 0.1253 -2.4997 1.3087
C -2.7914 -1.5567 2.0204
C 1.4845 -3.2350 0.6681
C 1.9535 -1.3609 -2.9636
C 3.6033 0.8159 -0.3801
C 4.4414 1.0767 1.0436
C 3.8507 -1.6826 -0.6319
C 3.1865 -0.3372 -2.5852
C 3.5613 0.8000 -3.7446
C 2.7382 0.9191 -5.1843
C 2.7660 3.3296 1.7961
C 4.0259 2.3022 2.0984
C -3.0930 0.9106 1.5729
C 2.3764 1.9047 -0.6645
C -1.0505 -2.6802 0.1838
C 1.4946 -0.1111 -5.4989
C -4.3454 1.1458 -2.3974
B -1.4160 1.2574 4.3157
H -3.0754 2.4926 4.3182
H 3.0105 1.7604 -5.9789
H -4.6043 -0.1385 0.2202
H -0.4633 0.5583 2.3393
H -0.6065 -2.5565 -0.9174
H 1.6373 -4.2150 1.2890
H -2.2333 -2.2803 2.7779
H -4.0632 1.3988 2.0683
H -2.8947 2.3917 -0.9855
H 0.8886 -0.0091 -6.4973
H -1.3889 -3.8239 0.2369
H -0.8305 -0.8497 3.6548
H 1.7080 1.8338 -1.6461
H 4.6125 2.4894 3.1133
H 0.2173 -2.0294 -4.5612
H -2.3164 1.8132 1.4943
H -2.7076 -0.8751 -1.3901
H 1.6068 -2.1963 -2.2101
H -4.7159 2.3578 -0.5022
H 4.4358 1.5603 -3.5239
H 1.3191 -3.5331 -0.4640
H 0.5543 1.6948 4.3086
H 0.4515 -1.3606 1.4496
H 1.0685 3.8486 0.1286
H -0.1091 -3.0421 2.3194
H -3.9490 -1.8173 2.1534
H 2.4362 4.1802 2.5432
H 5.3463 0.4048 1.3596
*
```

=====

# 2
Entry from the OMol25 dataset: a structure of composition C23H28CaClN3O4Si2 (ωB97M-V/def2-TZVPD).

Calculated values
F_max ... 0.0110 hartree/bohr
DFT total energy ... -83687.36178 eV

ORCA input file:
```
! RIJCOSX wB97M-V def2-TZVPD def2/J DEFGRID3
* xyz 0 1
Ca -0.0033 1.2001 -0.4191
Cl -1.8834 2.3880 5.5013
Si -0.2530 -2.3089 -0.8180
Si -1.1208 -0.4521 -3.2747
O -3.3030 4.7287 4.2114
O -2.4173 5.8407 2.5103
O -0.8668 5.1924 0.5390
O -0.7647 3.1998 -0.4683
N -0.2401 2.1018 2.0361
N 1.9572 0.6099 -1.6270
N -0.4841 1.7436 3.3313
C 3.5208 -1.0218 -3.2071
C -2.5179 4.7870 3.3004
C 2.2048 -1.3454 -2.9502
C 3.2318 0.9187 -1.8810
C -0.8394 3.9645 0.5393
C 4.0572 0.1405 -2.6639
C -0.4137 -3.9531 -1.7258
C 1.2409 -2.5239 0.3273
C -0.8944 3.2482 1.8730
C -0.5418 1.1502 -4.0839
C 1.0750 -1.5584 3.9168
C -1.7940 -2.1750 0.2721
C 0.2725 0.6918 3.9354
C 1.7306 -0.0625 5.6751
C -1.6103 3.6354 3.0164
C -0.0226 -0.8030 -1.8368
C -2.9032 -0.2097 -2.7137
C -1.1611 -1.7721 -4.6210
C -1.3080 2.6361 3.9251
C 0.3160 -0.5542 3.3321
C 1.4061 -0.5165 -2.1488
C 1.7757 -1.3168 5.0885
C 0.9843 0.9515 5.0979
H 0.4645 -4.1557 -2.3430
H -1.9040 -1.2055 0.7725
H 2.3597 -2.1075 5.5394
H -0.2628 -0.7617 2.4401
H 4.1260 -1.6694 -3.8292
H 1.7519 -1.5974 0.6047
H -1.7827 -2.9376 1.0550
H -0.6132 2.0199 -3.4213
H -1.8158 -1.4600 -5.4386
H -0.1684 -1.9406 -5.0459
H 5.0807 0.4365 -2.8405
H 1.9932 -3.1592 -0.1470
H -3.3351 -1.1272 -2.3080
H -1.5285 -2.7281 -4.2464
H -3.5264 0.0990 -3.5562
H 3.5972 1.8360 -1.4328
H 0.4979 1.0800 -4.4137
H 0.9346 -3.0273 1.2444
H -1.1502 1.3811 -4.9614
H -2.7079 -2.3192 -0.3082
H -1.2917 -3.9906 -2.3722
H -0.5057 -4.7703 -1.0043
H 2.2867 0.1361 6.5813
H 1.1108 -2.5340 3.4581
H 1.7634 -2.2411 -3.3667
H 0.9765 1.9376 5.5353
H -1.7784 5.6870 1.7605
H -3.0023 0.5634 -1.9453
*
```

=====

# 3
Entry from the OMol25 dataset: a cluster of 9 separate species, C23H28F7NO23 in total in a non-equilibrium geometry (ωB97M-V/def2-TZVPD).

Calculated values
F_max ... 0.0560 hartree/bohr
DFT total energy ... -91910.86453 eV

ORCA input file:
```
! RIJCOSX wB97M-V def2-TZVPD def2/J DEFGRID3
* xyz 0 1
F -21.0684 1.9825 -5.8682
F -24.9178 -6.6063 0.2410
F -27.1477 -7.2698 -4.3415
F -24.8369 2.8482 -4.9949
F -23.4484 -1.3014 -10.1414
F -18.3378 -4.4191 -3.1743
F -21.9758 -4.3215 -9.7294
O -23.0085 -6.4786 -4.1939
O -20.4693 -7.8377 -1.9598
O -20.9399 -5.6744 -2.1428
O -22.3525 -5.5031 -7.8229
O -26.4272 3.4273 -6.6594
O -25.0991 -6.8459 -3.4489
O -23.3985 -5.3382 -0.9494
O -26.3887 -3.8211 -8.7004
O -21.3569 2.9096 -2.8866
O -25.0045 3.9821 -8.2550
O -25.7749 -1.7631 -8.1246
O -19.6653 2.5788 -4.2443
O -25.3713 -2.4330 -10.1959
O -21.5177 -3.7572 -6.7774
O -20.7893 -5.8387 -6.2758
O -19.8374 4.5667 -3.2078
O -19.3062 -6.4747 -3.3803
O -25.9381 -1.9761 -4.8310
O -24.7041 -5.1200 -4.7623
O -24.7205 -0.1951 -5.3858
O -22.7509 -4.5513 1.0113
O -23.0581 -3.1397 -0.7002
O -27.1666 4.4905 -8.5102
N -27.5593 0.1705 -5.5738
C -26.2935 4.0678 -7.8320
C -24.1908 3.5778 -7.1680
C -26.1232 -5.2119 -4.7304
C -26.3689 -6.2963 -3.7263
C -22.8653 -5.9350 1.2342
C -20.7183 -4.6062 -3.1001
C -24.8635 -1.3013 -4.8046
C -20.2463 3.4767 -3.4063
C -25.2260 -0.6045 -8.6931
C -24.8053 -1.1481 -10.0606
C -22.4188 -3.2119 -7.7215
C -19.3940 -5.1115 -3.6915
C -23.1096 -4.2307 -0.2096
C -21.4635 -5.0841 -6.9110
C -20.5624 1.6039 -4.6484
C -20.2973 -6.8146 -2.5381
C -25.9236 -2.7714 -8.9941
C -21.4901 1.6158 -3.4527
C -22.7661 -4.3826 -8.6234
C -23.7282 -1.8999 -4.0373
C -24.1499 -6.1594 -4.1514
C -25.1701 2.8085 -6.2744
C -23.5990 -6.3898 -0.0367
H -23.4805 -2.8039 -4.5998
H -23.2969 -2.8356 -7.1904
H -25.9325 0.2143 -8.8504
H -19.4552 -4.8544 -4.7462
H -20.0500 0.6563 -4.8074
H -23.3166 3.0107 -7.4805
H -24.3317 -0.1420 -8.2741
H -22.4774 1.3734 -3.8659
H -23.1563 -7.3070 -0.4232
H -26.9378 -6.1133 -2.8150
H -20.6047 -3.6494 -2.5963
H -22.8689 -1.2379 -3.9325
H -28.3580 0.3047 -4.9566
H -26.7375 0.4649 -5.0232
H -23.4149 -6.1046 2.1595
H -25.1097 -0.4366 -10.8292
H -23.9789 -2.2129 -3.0236
H -26.4375 -5.5280 -5.7241
H -27.3412 -0.8387 -5.7174
H -23.8044 4.4878 -6.7010
H -21.9036 -6.4380 1.3477
H -21.5726 -4.5574 -3.7692
H -26.4902 -4.2223 -4.4627
H -21.9715 -2.4155 -8.3125
H -23.7981 -4.6298 -8.8618
H -27.6274 0.6805 -6.4489
H -25.3438 1.8129 -6.6844
H -21.3539 0.8084 -2.7348
*
```

=====

# 4
Entry from the OMol25 dataset: a structure of composition C23H28N11O6S4Zn (ωB97M-V/def2-TZVPD).

Calculated values
F_max ... 0.0044 hartree/bohr
DFT total energy ... -144745.84959 eV

ORCA input file:
```
! RIJCOSX wB97M-V def2-TZVPD def2/J DEFGRID3
* xyz -1 1
Zn 0.9735 0.5574 0.1755
S 2.6674 2.2234 -1.6076
S 5.0257 0.3798 2.3636
S 1.6218 -4.1680 -0.6203
S -2.8514 -0.4625 -2.2695
O 2.9932 2.6668 -2.9342
O 0.8506 2.4478 0.8491
O 2.0604 3.5032 -0.8745
O 3.7778 1.7850 -0.7914
O -4.1907 -1.0610 -1.7612
O 1.5626 1.2147 -1.6241
N -2.2658 -1.5288 1.8925
N -2.1754 0.5389 -0.9969
N -1.4332 -4.7909 2.3778
N -0.1853 -2.4869 -1.6969
N -1.0752 -5.7191 1.5780
N -0.8056 -0.2541 0.8709
N 0.9318 4.7305 0.7192
N 1.5139 -1.6218 -0.3193
N 2.9970 2.1793 2.4433
N -2.2455 -3.9200 1.7347
N 2.6674 0.1100 1.4083
C -0.3641 5.6726 -2.2357
C -2.9409 -0.9049 0.8604
C 0.8918 -2.6113 -0.9101
C 0.0796 -1.6276 2.7683
C -2.0345 -0.1246 0.2239
C -3.1172 -3.8012 -0.6733
C 3.4272 0.9786 2.0388
C -0.3114 4.1496 -2.2838
C -1.6553 -5.4788 0.3521
C -1.5467 -6.1971 -0.8436
C 0.6615 6.2987 -1.2961
C -2.2333 -5.7079 -1.9289
C 2.6087 -2.0728 0.3893
C -2.4194 -4.3123 0.4330
C -0.4100 3.4384 -0.9358
C -0.9716 -1.1110 1.8527
C 4.6273 -1.1059 1.5697
C 0.8100 3.4848 -0.0079
C 3.3536 -1.0561 1.1326
C -2.7208 -2.7664 2.4701
C 2.8267 -3.4048 0.3596
C -3.0068 -4.5291 -1.8357
C 0.3817 5.9637 0.1744
H -0.6800 -1.6011 -1.7830
H -0.7030 5.9633 0.3294
H -0.9409 -7.0916 -0.8943
H -2.1788 -6.2250 -2.8784
H -1.1342 3.7901 -2.9090
H 0.6072 3.8321 -2.7793
H -1.2658 3.7942 -0.3505
H -3.8095 -2.7479 2.4859
H 3.5791 -3.9730 0.8780
H 1.9153 4.8549 0.9230
H -0.5794 2.3839 -1.1360
H -3.5184 -4.1551 -2.7135
H -2.3404 -2.8944 3.4810
H 0.6315 7.3873 -1.4129
H 3.6997 2.8683 2.6480
H -0.2278 6.0634 -3.2484
H -1.3628 5.9941 -1.9124
H 0.9509 -0.9794 2.7175
H -3.6813 -2.8700 -0.6944
H 1.6695 5.9691 -1.5612
H -2.6231 1.4443 -0.9243
H -0.7493 -3.2910 -1.9154
H -3.9709 -1.0859 0.6087
H 0.3818 -2.6384 2.4811
H 2.1303 2.4921 1.9343
H -0.2749 -1.6606 3.7993
H 5.3545 -1.8852 1.4245
H 0.7695 6.7627 0.8111
*
```